{"formula": "C28H43CrIN2O3SSi", "method": "the ωB97M-V functional and the def2-TZVPD basis", "e_above_lowest_ev": 0.3672, "s2": 6.086, "e_lumo_ev": [-0.69, -2.96], "homo_energy_ev": [-7.3, -7.3], "energy_ha": -3457.82647, "gap_ev": [6.58, 4.37], "multiplicity": 5, "symbols": ["I", "Cr", "S", "Si", "O", "O", "O", "N", "N", "C", "C", "C", "C", "C", "C", "C", "C", "C", "C", "C", "C", "C", "C", "C", "C", "C", "C", "C", "C", "C", "C", "C", "C", "C", "C", "C", "C", "H", "H", "H", "H", "H", "H", "H", "H", "H", "H", "H", "H", "H", "H", "H", "H", "H", "H", "H", "H", "H", "H", "H", "H", "H", "H", "H", "H", "H", "H", "H", "H", "H", "H", "H", "H", "H", "H", "H", "H", "H", "H", "H"], "xyz": [[14.7317, 3.2669, 10.5068], [14.0882, 5.6439, 11.0691], [14.1888, 6.7196, 8.8505], [14.3035, 8.8691, 9.2029], [15.7560, 9.1398, 9.6329], [13.9605, 9.6295, 7.8356], [13.2976, 9.3888, 10.3353], [11.9601, 5.5077, 10.9106], [9.6318, 6.4123, 11.1171], [14.3806, 5.8004, 15.5338], [14.4128, 9.7185, 12.4483], [13.2369, 10.1921, 11.5650], [9.1042, 6.1909, 12.4470], [16.0308, 5.7453, 11.8122], [8.8070, 6.6133, 9.8993], [11.8081, 8.5557, 7.2917], [12.7167, 9.7649, 7.0903], [17.6997, 5.3982, 14.0548], [17.9566, 10.0813, 10.0545], [17.6111, 7.6967, 9.2809], [7.9533, 7.1857, 12.7568], [7.0008, 7.3663, 11.6172], [15.5030, 5.7702, 13.1448], [17.0849, 9.6876, 7.6581], [13.4498, 11.6070, 11.0964], [12.0727, 10.9993, 7.7109], [14.1112, 5.8700, 13.1352], [7.6939, 7.5496, 10.2610], [10.8560, 5.8859, 10.8963], [11.8749, 9.8485, 12.1422], [17.1319, 9.1996, 9.1052], [15.6619, 5.4864, 15.5664], [16.3503, 5.6126, 14.2854], [18.2292, 5.4025, 12.7803], [17.3698, 5.5642, 11.6508], [13.2371, 9.8606, 5.7080], [13.5203, 5.8783, 14.3634], [8.0560, 8.6314, 10.1908], [17.7588, 5.2191, 10.7149], [11.2085, 9.9129, 11.2460], [9.5245, 6.9543, 9.1388], [11.8603, 10.9010, 8.7945], [17.8706, 9.6398, 11.0843], [6.3278, 6.4621, 11.6240], [11.0731, 11.1460, 7.2526], [18.0659, 9.6765, 7.1840], [11.5039, 10.6226, 12.8266], [7.4531, 6.6843, 13.6011], [8.4691, 8.0913, 13.0681], [10.7934, 8.6677, 6.7410], [8.4475, 5.5826, 9.5378], [14.5443, 10.4378, 13.2740], [9.8748, 6.3188, 13.1922], [13.8837, 5.9238, 16.4684], [12.5950, 11.9139, 10.4504], [15.3057, 9.6871, 11.7945], [12.2456, 7.5886, 7.0603], [12.7885, 11.7999, 7.5437], [16.1638, 5.1685, 16.5316], [11.8729, 8.8661, 12.6557], [8.7035, 5.1045, 12.5689], [6.3139, 8.2459, 11.7626], [16.3347, 9.1326, 7.1473], [17.5047, 7.5610, 10.3823], [18.6268, 7.5515, 8.9551], [11.4066, 8.5273, 8.3721], [13.3430, 12.2570, 12.0229], [6.9109, 7.5042, 9.5256], [18.9951, 10.1133, 9.7641], [19.2770, 5.1022, 12.5542], [17.6100, 11.1428, 10.1356], [16.9684, 7.0062, 8.7298], [13.8241, 8.9964, 5.4706], [16.7139, 10.7288, 7.5683], [14.1948, 8.7454, 12.9304], [14.3803, 11.7348, 10.5967], [18.3123, 5.1242, 14.8849], [13.8533, 10.7730, 5.4664], [12.4350, 6.0589, 14.4442], [12.4690, 9.7924, 4.8598]], "mulliken_charge": [-0.2046, -1.2615, -0.3516, -0.3296, 0.0515, 0.0259, 0.2129, -0.2268, 0.4316, -0.5693, -0.8624, 1.5044, -0.3551, -0.2341, -0.4027, -1.3060, 1.7232, -0.5524, -1.5627, -1.0991, -0.6968, -0.6208, 1.4268, -1.6524, -1.5300, -1.1598, 0.5950, -0.6029, 0.1713, -1.3634, 1.5312, -1.0059, 0.3699, -0.7847, -0.3115, -1.7799, 0.1153, 0.2477, 0.4998, 0.2203, 0.1621, -0.1427, 0.2690, 0.2858, 0.4141, 0.4173, 0.3814, 0.3342, 0.3110, 0.4174, 0.3004, 0.4307, 0.0856, 0.4293, 0.3473, 0.0831, 0.3990, 0.3541, 0.3050, 0.1771, 0.3315, 0.2949, 0.3724, -0.0575, 0.5276, -0.0003, 0.4528, 0.3943, 0.4175, 0.3421, 0.3391, 0.3184, 0.4053, 0.3208, 0.0251, 0.2063, 0.4405, 0.2805, 0.2091, 0.3175]}

{"formula": "C41H32BrCrNO2P2S", "method": "the ωB97M-V functional and the def2-TZVPD basis", "s2": 0.787, "e_lumo_ev": [-9.74, -9.03], "charge": 3, "homo_energy_ev": [-16.2, -16.2], "energy_ha": -6485.23178, "gap_ev": [6.50, 7.15], "multiplicity": 2, "symbols": ["Br", "Cr", "S", "P", "P", "O", "O", "N", "C", "C", "C", "C", "C", "C", "C", "C", "C", "C", "C", "C", "C", "C", "C", "C", "C", "C", "C", "C", "C", "C", "C", "C", "C", "C", "C", "C", "C", "C", "C", "C", "C", "C", "C", "C", "C", "C", "C", "C", "C", "H", "H", "H", "H", "H", "H", "H", "H", "H", "H", "H", "H", "H", "H", "H", "H", "H", "H", "H", "H", "H", "H", "H", "H", "H", "H", "H", "H", "H", "H", "H", "H"], "xyz": [[2.6978, -0.5907, -0.2977], [0.2139, -0.1852, 0.0950], [-1.4947, 0.7683, -1.0817], [-1.1943, -2.0558, -0.2327], [0.9478, 2.2142, -0.3998], [1.0642, -3.3222, 5.2605], [-1.6136, 0.6259, 0.4813], [0.5478, -1.1270, 1.8442], [-2.4256, -5.0172, 2.2251], [-1.9920, -2.9598, 1.0643], [2.9018, 4.0747, 3.2799], [2.6335, 3.6302, -2.0871], [-4.1697, -1.0073, -3.5703], [2.1103, -3.4420, -2.2373], [-3.1425, -2.6645, -2.1558], [1.8958, 1.4908, -2.9185], [-3.4682, -2.9641, 2.9585], [-2.3582, -1.6872, -1.5630], [3.6977, 3.5707, 2.2599], [1.3293, -3.0227, 0.4532], [-1.6706, 2.4934, -1.3318], [-0.5532, 3.1693, -0.8203], [-1.7877, -4.3344, 1.2019], [2.7106, -2.6163, -0.0133], [0.9791, -2.4183, 1.8065], [1.7252, 3.0200, 0.9996], [-1.7679, 5.2238, -1.1367], [1.1560, -3.1530, 2.9486], [3.2911, 3.8655, -3.2815], [0.9247, 3.5046, 2.0380], [2.5467, 1.7350, -4.1181], [-2.8653, 4.5308, -1.6237], [-2.8358, -2.2702, 1.9408], [-3.4378, 0.0043, -2.9495], [0.7400, -3.0786, -1.9554], [0.2821, -0.5756, 3.0358], [0.8808, -2.5632, 4.1942], [1.5162, 4.0378, 3.1710], [0.4342, -1.2409, 4.2294], [3.0686, -3.1860, -1.3351], [1.9472, 2.4283, -1.8879], [-4.0397, -2.3240, -3.1648], [-3.2583, -4.3320, 3.0995], [-0.6241, 4.5492, -0.7189], [-2.5628, -0.3449, -1.9377], [3.2516, 2.9160, -4.2961], [3.1156, 3.0404, 1.1185], [-2.8373, 3.1449, -1.7049], [0.3359, -2.8161, -0.6924], [0.8981, 4.4362, 3.9641], [-3.7193, 2.6050, -2.0157], [3.3602, 4.5036, 4.1608], [-1.1557, -4.8765, 0.5076], [2.6653, 4.3849, -1.3110], [3.7644, 3.1024, -5.2300], [-3.0561, -3.6979, -1.8425], [1.3413, 0.5653, -2.8035], [0.2073, -0.7418, 5.1616], [-3.7575, -4.8689, 3.8954], [-3.7564, 5.0664, -1.9207], [-0.0686, 0.4495, 3.0145], [-4.1270, -2.4408, 3.6377], [1.4072, -4.1091, 0.6029], [-2.9977, -1.2043, 1.8263], [-0.1569, 3.4899, 1.9604], [-2.2826, -6.0834, 2.3369], [1.4968, -4.1789, 2.9136], [0.2132, 5.1087, -0.3213], [-3.5521, 1.0250, -3.2820], [3.4686, -2.7362, 0.7545], [-4.6311, -3.0948, -3.6400], [4.1164, -3.3407, -1.5575], [4.7753, 3.6001, 2.3471], [-1.8017, 6.3029, -1.0676], [2.3612, -3.8428, -3.2099], [0.0386, -3.0119, -2.7798], [0.8733, -2.8600, 6.0890], [2.5027, 1.0054, -4.9154], [-4.8548, -0.7513, -4.3670], [3.8308, 4.7911, -3.4275], [3.7504, 2.6636, 0.3261]], "mulliken_charge": [-0.0720, 1.0101, 1.8884, 1.5596, 1.4748, -0.4906, -0.3735, 1.1402, -0.7631, 0.8001, -0.5764, -0.4641, -0.9976, -0.8362, -0.4600, -0.4069, -0.7982, -0.6412, -0.8927, -1.6257, 0.6088, -0.9266, -0.3353, -0.1735, 0.3135, 0.5310, -0.7590, -0.4419, -0.8611, -0.7305, -0.8129, -1.0836, -0.8522, -0.6740, -0.3659, -1.1532, 0.3240, -0.8878, -0.8535, -0.8926, 1.1043, -0.8347, -0.6386, -0.3743, 0.7337, -0.6124, -0.3976, -0.3897, -0.2949, 0.4941, 0.5493, 0.4663, 0.4776, 0.4005, 0.4395, 0.5740, 0.1182, 0.4435, 0.4731, 0.4522, 0.5273, 0.4905, 1.0722, 0.4593, 0.4857, 0.5024, 0.6386, 0.5015, 0.5253, 0.7357, 0.4778, 0.5566, 0.4845, 0.4799, 0.5303, 0.6298, 0.3493, 0.4781, 0.4715, 0.4797, 0.4911]}

{"formula": "C5H14O", "method": "the ωB97M-V functional and the def2-TZVPD basis", "e_above_lowest_ev": 1.0920, "smiles": "CC(C)O.CC", "e_lumo_ev": 0.96, "homo_energy_ev": -10.2, "energy_ha": -274.10193, "gap_ev": 11.12, "symbols": ["O", "C", "C", "C", "C", "C", "H", "H", "H", "H", "H", "H", "H", "H", "H", "H", "H", "H", "H", "H"], "xyz": [[2.2744, -1.9174, 1.4981], [1.4019, -0.8958, 0.9664], [-0.0039, -1.3369, 1.3618], [-1.5812, 1.1874, -0.4340], [1.5698, -0.8452, -0.5476], [-1.8548, 2.1915, -1.5296], [1.7398, -0.0079, 1.5022], [2.3708, -0.2384, -0.9600], [0.1092, -2.1308, 2.0904], [-1.4785, 1.9160, -2.5281], [-2.1873, 0.2849, -0.4955], [0.6420, -0.5399, -0.9783], [-0.5382, -0.5957, 1.9669], [-2.8788, 2.3082, -1.8978], [1.7186, -1.8273, -1.0032], [-0.5286, 0.9550, -0.4447], [-0.7237, -1.6568, 0.6152], [3.1863, -1.6584, 1.6215], [-1.8309, 1.6435, 0.5264], [-1.4069, 3.1638, -1.3300]], "mulliken_charge": [-0.5842, 0.6215, -1.1578, -0.4781, -1.3637, -1.1173, 0.2843, 0.3544, 0.4022, 0.3113, 0.3182, 0.2916, 0.2475, 0.3345, 0.3500, 0.0134, 0.2602, 0.3021, 0.3168, 0.2931]}

{"formula": "C35H37BrP2Sr", "method": "the ωB97M-V functional and the def2-TZVPD basis", "e_above_lowest_ev": 3.1466, "e_lumo_ev": [-0.18, -0.34], "homo_energy_ev": [-4.2, -3.5], "energy_ha": -4643.08572, "gap_ev": [4.01, 3.14], "symbols": ["Sr", "Br", "P", "P", "C", "C", "C", "C", "C", "C", "C", "C", "C", "C", "C", "C", "C", "C", "C", "C", "C", "C", "C", "C", "C", "C", "C", "C", "C", "C", "C", "C", "C", "C", "C", "C", "C", "C", "C", "H", "H", "H", "H", "H", "H", "H", "H", "H", "H", "H", "H", "H", "H", "H", "H", "H", "H", "H", "H", "H", "H", "H", "H", "H", "H", "H", "H", "H", "H", "H", "H", "H", "H", "H", "H", "H"], "xyz": [[3.9055, -0.9225, -5.0454], [0.9637, -0.5409, -4.5472], [5.6706, -1.7723, -7.1753], [3.8987, 0.7998, -7.9417], [3.2564, 2.0041, -6.7243], [5.5483, -3.8679, -3.6431], [6.3804, -0.1196, -7.1323], [9.0569, -3.8217, -8.2828], [8.3078, -2.5101, -10.1779], [2.0255, 1.3207, 2.3314], [6.1071, -2.3866, -5.4788], [0.5449, 1.7688, 2.2319], [0.0430, 2.0521, 0.8425], [4.0131, 3.4178, -11.8176], [0.7505, 2.3274, -0.2603], [4.9100, 3.6573, -10.7769], [1.4722, -1.9185, -3.1032], [7.1566, -2.0880, -3.3299], [5.3147, -3.4370, -4.9509], [3.9480, 1.8305, -9.4814], [3.6397, 1.8324, -5.3786], [1.8634, 3.3082, -4.7115], [2.3730, 3.0408, -7.0551], [3.0938, 1.2421, -0.5948], [7.0083, -2.5452, -8.1384], [6.5095, -3.2265, -2.8651], [2.8264, 2.3513, -4.3670], [4.8720, 2.8808, -9.6148], [5.6257, 0.9737, -7.4064], [6.9149, -1.6287, -4.6239], [2.3024, 0.0885, 1.5119], [3.0737, 2.3797, -11.6920], [9.2385, -3.3841, -9.5987], [7.9389, -3.4137, -7.5541], [3.0507, 1.5786, -10.5412], [1.7411, 3.7343, -6.0267], [2.8279, 0.0620, 0.2785], [7.1977, -2.0800, -9.4551], [2.2486, 2.5118, -0.3384], [8.4562, -2.1566, -11.1983], [-0.0971, 0.9811, 2.6743], [7.8137, -3.7314, -6.5150], [7.3786, -0.6988, -4.9611], [0.4231, 2.6758, 2.8524], [4.9947, -4.7244, -3.2561], [5.9575, 2.0001, -7.2225], [2.9806, 2.0315, -3.3410], [2.3592, 2.1972, -12.4939], [2.7138, 2.1472, 2.1112], [5.6523, 4.4597, -10.8578], [2.3317, 0.7594, -10.4558], [1.8353, -1.4341, -2.1836], [2.4084, 3.1908, -1.1946], [4.0336, 4.0375, -12.7195], [3.1803, -0.8884, -0.1232], [4.6300, 1.4096, -5.1093], [7.8924, -1.5758, -2.7116], [2.0497, -0.8449, 2.0326], [0.2609, 2.3914, -1.2489], [-1.0512, 2.0489, 0.7758], [2.9179, 0.9295, -1.6316], [0.5519, -2.4851, -2.8952], [10.1030, -3.7247, -10.1655], [4.1502, 1.5411, -0.5196], [2.5992, 3.0531, 0.5482], [6.4968, -1.3560, -9.8825], [7.4557, -0.0453, -6.9791], [5.5766, 3.1041, -8.8149], [1.1308, 4.6077, -6.2708], [4.5355, -3.8951, -5.5707], [2.2506, -2.5378, -3.5699], [9.7823, -4.4806, -7.8041], [1.2630, 3.7417, -3.9222], [6.7613, -3.6286, -1.8813], [2.1816, 1.0531, 3.3904], [2.2348, 3.3163, -8.0980]], "mulliken_charge": [0.8014, -0.1187, 0.5850, 0.1111, 0.8013, -0.5368, -0.9703, -0.6459, -0.5726, -0.8771, -2.2079, -0.5713, -0.4124, -0.4435, -0.3429, -0.6300, -0.4506, -0.7199, 0.3354, 0.1955, -1.9438, -0.3929, -0.7170, 0.4640, 0.3552, -0.5919, -0.0177, 0.0876, -0.7269, 1.1888, -0.5198, -0.4888, -0.4692, -0.3142, -0.4050, -0.7027, -0.5921, -0.6074, -0.9455, 0.3759, 0.3543, 0.3524, 0.3893, 0.3084, 0.4235, 0.6072, 0.0684, 0.3815, 0.3579, 0.3644, 0.3585, 0.1108, 0.5223, 0.3601, 0.5297, 1.2878, 0.4118, 0.3687, 0.3253, 0.3641, -0.4655, 0.3306, 0.3558, 0.3076, 0.4555, 0.3899, 0.9404, 0.2091, 0.3472, 0.4650, 0.1358, 0.3736, 0.4304, 0.3441, 0.3812, 0.3867]}

{"formula": "C3H6S", "method": "the ωB97M-V functional and the def2-TZVPD basis", "e_above_lowest_ev": 6.6745, "e_lumo_ev": 0.02, "homo_energy_ev": -8.2, "energy_ha": -515.82054, "gap_ev": 8.27, "symbols": ["S", "C", "C", "C", "H", "H", "H", "H", "H", "H"], "xyz": [[-0.0056, 0.6410, -0.2634], [-0.0991, -0.4360, 2.0774], [0.4038, -0.6067, 0.7733], [-0.2350, -0.2175, -1.9737], [0.6489, -0.6270, -2.5051], [-1.1801, -0.7378, -1.5943], [1.4286, -1.4278, 0.1225], [-0.5288, 0.4871, -2.7929], [-1.4887, 0.3698, 2.6325], [0.7921, -0.7592, 3.0887]], "mulliken_charge": [-0.0538, -0.4754, -0.1244, -0.8755, 0.3219, 0.2849, 0.2189, 0.2897, 0.2256, 0.1882]}

no.,maximum force (eV Å⁻¹)
1,4.77
2,1.06
3,1.96
4,1.95
5,4.99